one) 170
Properties=species:S:1:pos:R:3 method="wB97M-V/def2-TZVPD" gap_ev=6.53 charge=0 lumo_energy_ev=0.00
C 0.00 8.85 4.71
C 0.77 7.61 4.84
C 0.12 6.85 6.06
S -1.70 6.92 5.70
O -2.38 6.92 6.98
O -2.03 5.95 4.63
C -1.54 8.65 4.94
H 0.16 9.37 3.77
H 0.41 9.47 5.51
H 1.82 7.77 5.10
H 0.82 7.06 3.90
H 0.27 7.41 6.98
H 0.46 5.86 6.34
H -1.91 9.30 5.73
H -2.30 8.68 4.16
C -4.99 10.01 -0.23
C -4.50 10.20 1.27
C -3.39 9.27 1.62
S -2.80 8.52 -0.02
O -3.31 7.10 -0.06
O -1.36 8.77 -0.24
C -3.80 9.56 -1.08
H -5.50 10.92 -0.57
H -5.78 9.26 -0.34
H -5.29 10.19 2.02
H -4.24 11.25 1.33
H -3.57 8.42 2.28
H -2.50 9.82 1.93
H -4.06 9.14 -2.05
H -3.15 10.44 -1.12
C 1.58 10.52 1.94
C 0.10 10.28 2.23
C -0.26 9.03 1.48
S 1.27 7.92 1.25
O 1.51 7.80 -0.23
O 1.25 6.70 2.05
C 2.41 9.14 2.05
H 1.94 11.30 2.61
H 1.77 10.90 0.94
H -0.44 11.20 2.02
H -0.06 9.96 3.26
H -0.48 9.29 0.44
H -1.12 8.44 1.80
H 3.33 9.01 1.48
H 2.57 8.82 3.08
C 0.03 8.22 -1.47
C -1.15 7.48 -2.19
C -0.68 6.07 -2.44
S 1.18 6.06 -2.78
O 1.50 6.15 -4.20
O 1.84 5.08 -1.86
C 1.41 7.79 -2.09
H -0.08 8.05 -0.40
H -0.12 9.29 -1.62
H -1.41 7.85 -3.18
H -2.06 7.56 -1.59
H -1.25 5.53 -3.19
H -0.78 5.53 -1.50
H 1.70 8.42 -2.93
H 2.19 7.70 -1.34
C -0.15 11.59 -1.99
C 0.38 12.65 -0.97
C -0.57 12.89 0.22
S -1.70 11.45 0.24
O -2.95 11.85 -0.37
O -1.70 10.81 1.56
C -0.74 10.49 -1.12
H 0.60 11.30 -2.73
H -0.95 12.02 -2.59
H 0.60 13.59 -1.48
H 1.34 12.32 -0.57
H -1.08 13.85 0.16
H -0.09 12.93 1.20
H -1.50 9.87 -1.60
H -0.02 9.92 -0.54
C -0.27 4.92 1.48
C -0.15 5.77 0.25
C -1.39 6.66 0.36
S -2.21 6.80 2.06
O -3.48 6.11 1.99
O -2.16 8.21 2.43
C -0.86 5.68 2.68
H 0.74 4.59 1.71
H -0.95 4.08 1.37
H -0.08 5.07 -0.58
H 0.73 6.39 0.08
H -2.19 6.52 -0.37
H -1.16 7.71 0.18
H -1.17 5.08 3.54
H -0.15 6.38 3.12
N 1.18 10.23 6.44
C 2.45 9.86 6.04
C 2.82 10.62 4.96
C 1.66 11.39 4.62
C 0.71 11.28 5.63
H 0.59 9.83 7.15
H 2.99 9.10 6.59
H 3.75 10.55 4.41
H 1.62 12.08 3.79
H -0.25 11.76 5.74
N 3.67 13.13 3.09
C 3.90 11.87 3.31
C 4.91 11.83 4.31
C 5.24 13.14 4.59
C 4.50 13.94 3.81
H 2.94 13.50 2.50
H 3.43 11.01 2.86
H 5.34 10.98 4.83
H 5.89 13.45 5.39
H 4.37 15.02 3.77
N 3.77 7.76 -0.05
C 4.86 7.97 0.79
C 5.97 8.09 -0.05
C 5.55 7.98 -1.40
C 4.19 7.89 -1.36
H 2.84 7.56 0.30
H 4.82 7.89 1.87
H 6.96 8.23 0.37
H 6.20 8.01 -2.26
H 3.45 7.75 -2.13
N 1.35 13.91 3.14
C 2.19 14.93 2.59
C 2.65 14.56 1.38
C 2.10 13.27 1.09
C 1.26 12.95 2.19
H 0.94 13.91 4.06
H 2.42 15.84 3.11
H 3.23 15.17 0.70
H 2.17 12.79 0.12
H 0.55 12.16 2.39
N 6.98 9.99 2.92
C 6.11 9.50 3.94
C 4.88 9.32 3.37
C 4.90 9.78 2.09
C 6.20 10.12 1.78
H 7.99 10.00 2.95
H 6.43 9.23 4.94
H 4.09 8.84 3.92
H 4.07 9.71 1.41
H 6.63 10.39 0.83
N 3.77 6.81 5.06
C 3.03 7.41 4.08
C 3.30 6.74 2.91
C 4.29 5.84 3.18
C 4.60 5.86 4.56
H 3.81 7.19 6.00
H 2.36 8.21 4.33
H 2.85 6.99 1.96
H 4.72 5.18 2.44
H 5.31 5.31 5.17
N 2.78 11.95 -1.83
C 3.20 12.08 -0.53
C 3.03 10.88 0.08
C 2.35 10.04 -0.83
C 2.14 10.74 -2.00
H 2.82 12.68 -2.53
H 3.79 12.92 -0.20
H 3.49 10.77 1.05
H 1.97 9.06 -0.57
H 1.57 10.58 -2.90
N -1.78 11.39 3.17
C -2.03 12.65 2.62
C -1.18 13.52 3.28
C -0.44 12.78 4.18
C -0.91 11.51 4.21
H -2.21 10.55 2.80
H -2.63 12.74 1.74
H -1.08 14.56 3.04
H 0.36 13.18 4.79
H -0.65 10.70 4.86

two) 170
Properties=species:S:1:pos:R:3 method="wB97M-V/def2-TZVPD" gap_ev=7.52 charge=0 lumo_energy_ev=0.08
C -4.36 -25.73 -10.23
C -4.00 -27.03 -9.51
C -4.27 -28.12 -10.57
S -3.62 -27.39 -12.15
O -4.65 -27.46 -13.16
O -2.30 -27.91 -12.38
C -3.47 -25.74 -11.45
H -4.20 -24.85 -9.61
H -5.44 -25.73 -10.41
H -4.64 -27.24 -8.66
H -2.96 -27.05 -9.19
H -5.36 -28.21 -10.63
H -3.82 -29.09 -10.40
H -3.70 -24.94 -12.16
H -2.43 -25.59 -11.15
C -14.04 -26.06 -5.88
C -14.57 -24.63 -6.10
C -13.51 -23.78 -6.83
S -12.02 -24.78 -6.92
O -10.90 -23.99 -6.45
O -11.97 -25.36 -8.24
C -12.54 -25.96 -5.64
H -14.16 -26.67 -6.78
H -14.53 -26.66 -5.12
H -14.62 -24.19 -5.10
H -15.54 -24.63 -6.58
H -13.26 -22.93 -6.21
H -13.82 -23.35 -7.78
H -12.38 -25.44 -4.69
H -11.84 -26.79 -5.73
C -4.29 -28.67 -2.34
C -4.57 -27.16 -2.32
C -6.04 -26.95 -2.69
S -6.48 -28.38 -3.66
O -6.96 -27.89 -4.94
O -7.35 -29.20 -2.85
C -4.84 -29.17 -3.68
H -4.85 -29.13 -1.52
H -3.23 -28.88 -2.21
H -3.98 -26.70 -3.12
H -4.34 -26.72 -1.36
H -6.11 -26.01 -3.25
H -6.75 -26.83 -1.87
H -4.29 -28.76 -4.52
H -5.01 -30.23 -3.82
C -13.66 -27.03 -13.86
C -13.96 -25.51 -13.67
C -12.80 -24.85 -12.89
S -11.57 -26.12 -12.63
O -11.07 -25.97 -11.28
O -10.62 -26.19 -13.73
C -12.72 -27.47 -12.75
H -13.25 -27.15 -14.86
H -14.59 -27.59 -13.82
H -14.86 -25.36 -13.06
H -14.11 -25.09 -14.66
H -13.11 -24.57 -11.89
H -12.34 -24.03 -13.44
H -13.26 -27.58 -11.81
H -12.21 -28.41 -12.96
C -7.06 -24.00 -15.00
C -7.13 -25.18 -14.04
C -7.38 -24.59 -12.65
S -8.37 -23.09 -12.92
O -7.59 -21.97 -12.43
O -9.72 -23.28 -12.43
C -8.30 -23.13 -14.74
H -7.15 -24.26 -16.06
H -6.20 -23.34 -14.90
H -6.21 -25.77 -14.04
H -7.94 -25.83 -14.35
H -6.45 -24.32 -12.16
H -7.93 -25.22 -11.95
H -8.24 -22.12 -15.11
H -9.26 -23.62 -14.95
C -7.00 -22.48 -9.26
C -5.47 -22.73 -9.23
C -5.09 -23.44 -7.93
S -6.06 -22.51 -6.71
O -5.31 -21.30 -6.44
O -6.54 -23.34 -5.62
C -7.43 -22.23 -7.81
H -7.43 -23.42 -9.60
H -7.30 -21.66 -9.90
H -4.95 -21.77 -9.25
H -5.25 -23.30 -10.14
H -4.04 -23.42 -7.66
H -5.40 -24.49 -7.88
H -7.91 -21.30 -7.50
H -8.19 -22.98 -7.57
N -10.38 -21.64 -10.22
C -10.75 -22.20 -9.03
C -10.62 -21.27 -8.03
C -10.24 -20.05 -8.67
C -10.06 -20.33 -10.00
H -10.30 -22.15 -11.11
H -11.08 -23.22 -8.99
H -10.97 -21.33 -7.02
H -10.06 -19.13 -8.13
H -9.70 -19.68 -10.78
N -3.38 -24.61 -4.91
C -4.08 -25.64 -5.50
C -3.19 -26.49 -6.07
C -1.87 -25.98 -5.83
C -2.05 -24.81 -5.15
H -3.79 -23.80 -4.50
H -5.16 -25.60 -5.53
H -3.40 -27.43 -6.56
H -0.91 -26.39 -6.09
H -1.37 -24.09 -4.71
N -9.52 -26.49 -3.98
C -9.97 -26.96 -2.77
C -10.35 -25.89 -2.01
C -10.19 -24.73 -2.81
C -9.56 -25.12 -3.96
H -9.21 -27.07 -4.74
H -9.92 -28.02 -2.55
H -10.77 -25.89 -1.02
H -10.37 -23.73 -2.44
H -9.28 -24.53 -4.82
N -3.33 -31.91 -6.26
C -2.52 -31.07 -6.97
C -3.30 -30.04 -7.43
C -4.64 -30.28 -6.98
C -4.60 -31.42 -6.22
H -3.00 -32.76 -5.83
H -1.46 -31.19 -7.10
H -3.00 -29.17 -7.98
H -5.48 -29.63 -7.16
H -5.36 -31.99 -5.72
N -12.92 -28.01 -8.75
C -14.27 -28.26 -8.69
C -14.50 -29.52 -9.18
C -13.23 -30.06 -9.52
C -12.29 -29.11 -9.26
H -12.48 -27.09 -8.73
H -14.96 -27.47 -8.48
H -15.49 -29.90 -9.32
H -13.09 -31.06 -9.89
H -11.25 -29.08 -9.51
N -9.05 -29.69 -5.74
C -10.05 -29.43 -6.61
C -10.94 -30.49 -6.52
C -10.47 -31.36 -5.52
C -9.33 -30.79 -4.99
H -8.22 -29.10 -5.57
H -10.10 -28.57 -7.26
H -11.83 -30.55 -7.13
H -10.98 -32.26 -5.21
H -8.69 -31.09 -4.18
N -9.07 -28.64 -13.02
C -9.55 -29.79 -12.47
C -8.50 -30.43 -11.84
C -7.33 -29.70 -12.14
C -7.71 -28.57 -12.83
H -9.57 -27.96 -13.56
H -10.56 -30.13 -12.59
H -8.56 -31.37 -11.31
H -6.32 -29.88 -11.84
H -7.11 -27.76 -13.22
N -8.96 -26.52 -9.34
C -8.68 -25.55 -8.41
C -7.82 -26.11 -7.50
C -7.49 -27.40 -7.95
C -8.22 -27.65 -9.09
H -9.56 -26.42 -10.15
H -9.16 -24.59 -8.41
H -7.46 -25.62 -6.60
H -6.79 -28.11 -7.54
H -8.21 -28.50 -9.74

Verdict on stability: one) comes out at the bottom.

one) 15
Properties=species:S:1:pos:R:3 method="wB97M-V/def2-TZVPD" gap_ev=8.71 charge=0 lumo_energy_ev=0.56 smiles=CSc1nnc2[nH]cnn12
C 1.06 2.84 -1.20
S -0.07 2.28 0.19
C 0.18 0.53 0.02
N 1.20 -0.02 -0.61
N 1.06 -1.40 -0.59
C -0.02 -1.53 0.12
N -0.71 -2.56 0.60
C -1.57 -1.94 1.58
N -1.55 -0.61 1.37
N -0.56 -0.44 0.51
H 2.05 2.88 -0.86
H 1.03 2.12 -2.05
H 0.90 3.85 -1.59
H -0.66 -3.53 0.31
H -2.34 -2.46 2.19

two) 15
Properties=species:S:1:pos:R:3 method="wB97M-V/def2-TZVPD" gap_ev=8.67 charge=0 lumo_energy_ev=-0.93 smiles="[H]/N=C/Cc1nnc(S)nn1"
H 3.26 -1.92 -0.07
N 2.80 -1.15 0.43
C 2.26 -0.34 -0.38
C 1.50 0.86 0.13
C 0.03 0.59 0.14
N -0.47 -0.11 1.17
N -1.75 -0.37 1.17
C -2.47 0.08 0.14
S -4.21 -0.27 0.13
N -1.99 0.79 -0.88
N -0.70 1.06 -0.87
H 2.30 -0.47 -1.46
H 1.84 1.07 1.14
H 1.68 1.72 -0.52
H -4.06 -1.54 -0.28

Verdict on stability: two) comes out at the bottom.

one) 31
Properties=species:S:1:pos:R:3 method="wB97M-V/def2-TZVPD" gap_ev=8.70 charge=+1 lumo_energy_ev=-3.15
C -0.06 2.74 0.93
C -0.21 -0.72 3.23
C -1.31 -0.16 2.70
C 1.11 -0.28 2.70
C -1.27 0.75 1.61
C 1.21 0.63 1.69
C -0.05 1.28 1.39
H -0.19 -1.46 4.07
H -2.27 -0.47 3.15
H 1.90 -0.83 3.12
H -2.22 1.24 1.41
H 2.02 1.03 1.18
H 0.88 3.04 0.35
H -0.28 3.25 1.85
H -0.95 2.82 0.38
C -0.74 -1.71 -2.46
C -0.83 -2.42 -1.04
C 0.92 0.18 -2.09
N 0.53 -1.05 -2.58
N -0.18 0.82 -1.56
N 2.18 0.66 -2.22
H -1.02 -2.24 -3.37
H -1.67 -1.21 -2.49
H -1.46 -1.98 -0.32
H 0.08 -2.63 -0.53
H 0.90 -1.39 -3.54
H -0.96 0.30 -1.47
H 0.03 1.79 -1.05
H 2.89 -0.05 -2.32
H 2.42 1.34 -1.30
H -1.42 -3.27 -1.40

two) 31
Properties=species:S:1:pos:R:3 method="wB97M-V/def2-TZVPD" gap_ev=8.83 charge=+1 lumo_energy_ev=-3.13
C -1.86 0.61 1.60
C -1.85 -1.81 -1.99
C -2.72 -0.73 -1.80
C -0.81 -1.99 -1.06
C -2.79 -0.06 -0.61
C -0.84 -1.21 0.09
C -1.78 -0.25 0.36
H -1.80 -2.42 -2.95
H -3.44 -0.53 -2.60
H -0.03 -2.68 -1.20
H -3.59 0.65 -0.34
H -0.09 -1.50 0.91
H -0.98 0.58 2.22
H -2.57 0.04 2.36
H -2.18 1.65 1.35
C 0.59 1.82 0.31
C 0.23 2.07 -1.07
C 2.63 0.25 0.87
N 2.12 1.41 0.30
N 1.95 -0.47 1.88
N 3.73 -0.48 0.41
H 0.46 2.54 1.17
H 0.26 0.89 0.66
H -0.18 1.14 -1.59
H 0.99 2.39 -1.84
H 2.77 2.05 -0.02
H 0.93 -0.29 2.11
H 2.26 -1.51 1.81
H 4.41 -0.09 -0.21
H 4.01 -1.29 1.06
H -0.61 2.88 -1.27

Verdict on stability: one) comes out at the bottom.

one) 10
Properties=species:S:1:pos:R:3 method="wB97M-V/def2-TZVPD" gap_ev=9.54 charge=0 lumo_energy_ev=-0.61 smiles="O=c1nc(S)nco1"
O -1.01 2.51 0.27
C -0.52 1.44 0.19
N -1.04 0.16 0.24
C -0.33 -0.87 0.01
S -1.02 -2.40 -0.72
N 1.10 -1.02 -0.05
C 1.59 0.19 0.05
O 0.84 1.31 0.12
H -2.18 -1.83 -0.32
H 2.58 0.51 0.20

two) 10
Properties=species:S:1:pos:R:3 method="wB97M-V/def2-TZVPD" gap_ev=7.71 charge=0 lumo_energy_ev=-1.35 smiles="Oc1cnc(=S)on1"
O 3.04 0.00 0.01
C 1.72 0.02 -0.04
C 0.96 1.24 0.04
N -0.32 1.23 -0.06
C -1.03 0.04 -0.05
S -2.64 -0.04 0.03
O -0.29 -1.12 0.00
N 1.10 -1.15 -0.01
H 3.30 -0.92 0.13
H 1.47 2.17 0.18

Verdict on stability: two) comes out at the bottom.